{
  "formula": "C21H43N2P3SSeV",
  "method": "ωB97M-V/def2-TZVPD",
  "multiplicity": 2,
  "homo_lumo_gap_ev": [4.937, 4.674],
  "total_charge": 4,
  "homo_ha": [-0.7342, -0.7246],
  "elements": ["V", "P", "P", "P", "H", "C", "C", "H", "C", "C", "C", "C", "C", "C", "C", "C", "C", "H", "H", "H", "H", "H", "H", "H", "H", "H", "H", "H", "H", "H", "H", "H", "H", "H", "H", "H", "H", "H", "H", "H", "H", "H", "H", "H", "H", "H", "C", "C", "C", "C", "C", "C", "Se", "H", "H", "H", "H", "H", "H", "C", "N", "C", "C", "N", "C", "S", "H", "H", "H", "H", "H", "H"],
  "coordinates": [[-0.3096, -1.2686, -0.7575], [1.1345, -1.5626, -2.6047], [-1.8821, 0.0972, -1.9075], [0.9634, -2.5291, 0.8695], [-3.5624, 1.5102, 2.5009], [-2.5857, 1.9809, 2.2863], [-2.6272, 3.2124, 1.5007], [-3.0491, 3.1904, 0.4985], [0.6530, -2.8398, -3.8241], [1.4285, -0.1040, -3.6636], [2.8408, -2.0630, -2.1933], [-3.4055, 0.3906, -0.9553], [-1.4200, 1.7866, -2.4095], [-2.5204, -0.6584, -3.4430], [0.0856, -2.3452, 2.4582], [2.6885, -2.1013, 1.2801], [1.0547, -4.3444, 0.7037], [-2.0281, 2.0875, 3.2285], [-2.4804, 4.1647, 2.0054], [1.5022, -3.0135, -4.4997], [-0.2152, -2.5069, -4.4061], [0.3948, -3.7748, -3.3115], [2.2444, -0.3494, -4.3571], [1.7213, 0.7602, -3.0548], [0.5311, 0.1476, -4.2417], [3.4107, -2.1287, -3.1303], [2.8490, -3.0410, -1.6951], [3.3093, -1.3201, -1.5362], [-4.1699, 0.7806, -1.6410], [-3.2254, 1.1163, -0.1501], [-3.7613, -0.5473, -0.5112], [-2.2670, 2.2406, -2.9422], [-0.5427, 1.7730, -3.0662], [-1.1822, 2.3855, -1.5207], [-3.3830, -0.0651, -3.7763], [-2.8408, -1.6902, -3.2455], [-1.7564, -0.6679, -4.2309], [0.6162, -2.9496, 3.2074], [-0.9478, -2.7000, 2.3627], [0.0648, -1.2936, 2.7783], [2.8534, -2.2615, 2.3549], [2.9094, -1.0560, 1.0285], [3.3669, -2.7468, 0.7084], [1.2808, -4.7769, 1.6886], [1.8432, -4.6164, -0.0094], [0.0992, -4.7454, 0.3404], [-3.0706, -3.1283, 0.2124], [-3.2621, -2.2575, 1.2868], [-4.4001, -2.4006, 2.0957], [-5.3271, -3.4150, 1.8300], [-5.1200, -4.2959, 0.7573], [-3.9876, -4.1545, -0.0512], [-1.4967, -3.0224, -1.0589], [-1.9885, 1.1889, 1.5919], [-2.5397, -1.4587, 1.4894], [-4.5527, -1.7165, 2.9337], [-6.2109, -3.5221, 2.4605], [-5.8392, -5.0889, 0.5502], [-3.8030, -4.8268, -0.8896], [0.3922, 3.7070, 0.7111], [0.7980, 2.7233, 1.7045], [0.8682, 2.9710, 3.0654], [1.1962, 1.8028, 3.6693], [1.2971, 0.8529, 2.6697], [0.9995, 1.4044, 1.4611], [0.9781, 0.7029, -0.1014], [0.8008, 3.4269, -0.2638], [-0.7080, 3.7644, 0.6667], [0.7839, 4.6820, 1.0214], [0.6931, 3.9583, 3.4579], [1.3669, 1.5703, 4.7045], [1.5708, -0.1172, 2.8041]],
  "atomic_forces_ev_per_a": [[2.1, 2.3, 1.3], [1.4, -0.4, -2.0], [-0.8, 1.0, -1.1], [0.8, -1.0, 0.9], [-0.2, 0.2, -0.5], [2.8, -0.5, -1.3], [-1.6, -1.1, 1.4], [0.3, 0.2, -0.2], [-0.4, -0.1, 0.3], [-0.3, 0.3, 0.2], [-0.1, 0.0, 0.6], [-0.2, -0.2, 0.2], [0.0, 0.1, 0.0], [0.0, 0.0, 0.1], [-0.2, 0.2, 0.1], [0.1, 0.4, -0.1], [-0.1, 0.0, -0.1], [-0.4, 0.1, -0.2], [0.4, 0.2, -0.3], [-0.2, 0.1, 0.2], [0.2, -0.1, 0.1], [0.1, 0.1, -0.2], [-0.2, 0.0, 0.2], [0.0, -0.1, -0.2], [0.2, -0.1, 0.1], [-0.2, 0.0, 0.2], [0.0, 0.2, -0.2], [0.0, -0.2, -0.2], [0.1, 0.0, 0.2], [-0.1, -0.3, -0.3], [-0.1, 0.3, -0.1], [0.2, -0.1, 0.1], [-0.2, 0.1, 0.2], [0.0, -0.1, -0.3], [0.2, -0.2, -0.1], [0.0, 0.3, -0.1], [-0.2, 0.0, 0.2], [-0.2, 0.2, -0.1], [0.3, 0.0, 0.2], [-0.2, -0.4, 0.0], [0.1, -0.1, -0.3], [0.0, -0.3, 0.1], [-0.1, 0.2, 0.2], [0.0, 0.0, -0.3], [-0.2, 0.0, 0.2], [0.3, 0.0, 0.2], [0.1, -0.4, -0.4], [0.0, 0.4, 0.2], [0.5, 0.0, -0.4], [0.1, -0.2, -0.3], [0.2, 0.3, 0.2], [0.2, -0.1, -0.3], [-3.4, -2.7, 0.6], [-1.4, 1.4, 1.3], [-0.3, -0.2, 0.0], [0.0, -0.3, -0.2], [0.3, 0.0, -0.2], [0.2, 0.2, 0.0], [-0.2, 0.1, 0.3], [0.7, 0.1, 0.2], [-0.5, -0.6, -0.1], [0.2, -0.2, -0.1], [0.0, 0.1, -0.2], [-0.3, 0.3, -0.5], [0.6, 0.2, 1.2], [-0.4, 0.2, -0.4], [-0.2, 0.2, 0.2], [-0.1, 0.0, -0.2], [-0.2, -0.1, -0.2], [0.2, 0.0, 0.1], [0.1, 0.0, 0.1], [0.1, 0.5, 0.0]]
}

=====

{
  "formula": "C21H43N4O2PS3Ta",
  "method": "ωB97M-V/def2-TZVPD",
  "multiplicity": 1,
  "homo_lumo_gap_ev": 5.850,
  "total_charge": 3,
  "homo_ha": -0.5561,
  "elements": ["Ta", "C", "C", "C", "C", "C", "C", "C", "C", "C", "C", "H", "H", "H", "H", "H", "H", "H", "H", "H", "H", "H", "H", "H", "H", "H", "C", "C", "S", "C", "C", "S", "H", "H", "H", "H", "H", "H", "N", "C", "P", "O", "O", "C", "N", "H", "H", "H", "H", "H", "H", "H", "H", "H", "H", "C", "N", "C", "C", "S", "N", "C", "C", "H", "H", "H", "H", "H", "H", "H", "H", "H", "H", "H", "H"],
  "coordinates": [[0.6039, 0.1470, -0.2693], [1.3189, 2.1719, 0.9329], [0.5812, 1.5337, 2.0611], [1.2954, 0.3357, 2.4044], [2.4734, 0.2651, 1.5988], [2.4877, 1.3102, 0.6467], [3.7432, 1.6658, -0.0867], [3.5728, -0.7178, 1.7819], [0.8254, -0.8544, 3.2436], [-0.6246, 2.1570, 2.7488], [1.2557, 3.6403, 0.7117], [4.4800, 2.2702, 0.5297], [3.6048, 2.2917, -0.9697], [4.2317, 0.7097, -0.4355], [4.4077, -0.2585, 2.2603], [3.9786, -1.0300, 0.7949], [3.1508, -1.5502, 2.3361], [1.0796, -0.7236, 4.2888], [1.1815, -1.7950, 2.8737], [-0.2638, -0.8714, 3.2524], [-0.2185, 3.0023, 3.3097], [-1.1546, 1.4587, 3.4300], [-1.3086, 2.6046, 2.0227], [2.0859, 4.0238, 1.3173], [0.3258, 4.1264, 1.0772], [1.4313, 4.0456, -0.2921], [0.3307, 3.5988, -3.5999], [0.4741, 2.2855, -2.8529], [-0.4093, 2.0473, -1.3235], [1.3107, 1.2807, -3.3028], [1.9832, 1.1589, -4.6846], [1.7551, -0.0710, -2.2581], [-0.3623, 4.2052, -3.0461], [0.0230, 3.4779, -4.6144], [1.2749, 4.1038, -3.7937], [2.2616, 2.1242, -5.1028], [1.2629, 0.6995, -5.3894], [2.8701, 0.4995, -4.6134], [2.2458, -3.6057, -2.2963], [2.3954, -3.6982, -0.7940], [0.7844, -3.3148, -0.0461], [-0.2365, -3.8099, -1.0179], [0.8097, -1.8099, 0.3255], [0.4988, -4.3252, 1.4328], [-0.7826, -5.0961, 1.1736], [1.2229, -3.7687, -2.4990], [2.7569, -4.4079, -2.7718], [2.5272, -2.6312, -2.5701], [3.2166, -3.0494, -0.4873], [2.7070, -4.6777, -0.4126], [0.3600, -3.7410, 2.3441], [1.3161, -5.0478, 1.6274], [-0.6903, -6.0675, 1.4761], [-1.0315, -5.0392, 0.1291], [-1.5082, -4.6473, 1.7132], [-4.8274, 0.9256, 1.7172], [-3.5665, 0.2582, 1.3767], [-3.0900, -0.7344, 2.3623], [-3.0912, 0.1706, 0.1235], [-1.8208, -0.9160, -0.3023], [-3.5680, 0.9592, -0.8641], [-3.5114, 0.5427, -2.2454], [-3.8799, 2.3747, -0.5918], [-5.2728, 0.3594, 2.5785], [-5.5364, 0.9390, 0.9304], [-4.6449, 1.8745, 2.1732], [-3.2031, -1.7538, 2.0279], [-3.5997, -0.5555, 3.3405], [-2.0461, -0.5568, 2.5184], [-3.7676, -0.5312, -2.3312], [-2.4863, 0.6685, -2.6107], [-4.1355, 1.1994, -2.8643], [-3.6202, 2.5991, 0.4328], [-4.9363, 2.5480, -0.7915], [-3.3076, 2.9971, -1.2944]],
  "atomic_forces_ev_per_a": [[0.1, 1.7, 3.1], [0.2, -1.6, 1.6], [0.6, -0.4, -1.7], [-0.7, -0.8, -1.1], [-0.7, 0.0, -0.3], [-0.8, 1.4, 0.8], [1.2, 0.0, -0.4], [-0.8, -0.5, -1.5], [-0.6, 1.8, 0.4], [0.6, -0.4, -0.2], [-0.1, 0.9, 0.0], [-0.9, -0.9, -0.3], [-0.4, -0.2, 0.0], [-0.2, 1.2, 0.4], [0.5, 0.2, 0.8], [-0.3, -0.1, 0.6], [0.6, -0.3, 0.1], [0.4, -0.2, 0.2], [0.4, -0.3, -0.1], [0.0, -0.1, -0.1], [-0.2, -0.1, 0.3], [0.4, 0.5, -0.4], [-0.1, -0.2, 0.0], [-0.1, 0.2, 0.1], [0.5, -0.6, -0.2], [0.0, -0.6, 0.0], [0.2, -0.7, 0.5], [1.4, -1.6, -0.6], [0.0, 0.5, -1.4], [-0.1, 1.1, -0.4], [-0.5, -0.3, 0.5], [-0.4, -0.4, -0.3], [-0.2, 0.6, -0.1], [-0.9, -0.5, -0.7], [0.3, 0.1, 0.8], [0.1, 0.0, 0.1], [0.4, 0.2, 0.3], [-0.4, 0.5, -0.2], [-0.2, -1.2, 0.2], [0.8, -0.1, 0.5], [-0.7, 1.6, -0.8], [0.4, 0.0, -0.1], [0.6, -1.7, -0.4], [0.3, -0.8, 0.6], [0.5, 0.0, -0.7], [0.6, 0.4, 0.0], [-0.3, 1.6, 0.4], [-0.2, -1.1, -0.4], [-0.2, 0.2, 0.0], [-0.1, -0.2, -0.8], [0.1, 0.0, -0.2], [-0.4, 0.4, -0.2], [-0.2, 0.0, 0.0], [0.4, 0.1, 1.1], [-0.7, -0.1, 0.1], [-0.1, -1.3, 2.2], [0.1, -1.1, -0.6], [-0.2, 1.1, 1.0], [-0.7, 1.5, -0.5], [0.7, -0.8, 0.6], [0.0, 0.2, 1.5], [0.8, -0.4, -0.7], [-0.4, -0.3, -0.8], [0.2, 0.2, -1.1], [-0.4, 0.2, -0.9], [0.1, 0.9, -0.2], [-0.4, -0.2, -0.1], [0.3, -0.2, -1.0], [0.6, 0.0, 0.1], [-0.1, 0.8, -0.1], [-0.1, -0.1, -0.1], [-0.2, -0.4, 0.4], [0.0, 0.3, 0.0], [0.0, 0.2, 0.2], [0.0, -0.2, 0.3]]
}

=====

{
  "formula": "C21H44Cl18N3O8P2S",
  "method": "ωB97M-V/def2-TZVPD",
  "multiplicity": 1,
  "homo_lumo_gap_ev": 7.063,
  "total_charge": -1,
  "homo_ha": -0.2010,
  "elements": ["C", "C", "S", "C", "N", "C", "C", "C", "C", "C", "N", "C", "C", "C", "O", "C", "O", "O", "P", "O", "O", "O", "P", "N", "O", "O", "H", "H", "H", "H", "H", "H", "H", "H", "H", "H", "H", "H", "H", "H", "H", "H", "H", "H", "H", "H", "H", "H", "H", "H", "H", "H", "C", "Cl", "Cl", "H", "H", "C", "Cl", "Cl", "H", "H", "C", "Cl", "Cl", "H", "H", "C", "Cl", "Cl", "H", "H", "C", "Cl", "Cl", "H", "H", "C", "Cl", "Cl", "H", "H", "C", "Cl", "Cl", "H", "H", "C", "Cl", "Cl", "H", "H", "C", "Cl", "Cl", "H", "H"],
  "coordinates": [[0.7218, -4.7561, 0.9934], [0.4805, -3.2589, 0.7469], [1.8512, -2.2478, 1.3455], [1.6114, -0.7177, 0.3631], [1.6576, 0.5308, 1.0912], [0.4414, 1.0536, 1.7312], [-0.6888, 1.1619, 0.6516], [-1.6837, 0.0009, 0.4523], [-3.0056, 0.0593, 1.2152], [-3.7403, 1.4001, 1.0919], [-5.1959, 1.1511, 1.0533], [-5.7210, 0.9525, 2.4124], [-5.8763, 2.2885, 0.4713], [-6.8022, 1.9561, -0.6620], [-5.6910, 3.4083, 0.8601], [0.6965, 2.6030, 2.1178], [0.6823, 3.3647, 1.1461], [0.8196, 2.8490, 3.3313], [-0.0876, 0.2401, 3.3198], [0.8756, 0.1277, 4.4201], [-1.3760, 1.0827, 3.8104], [-0.7094, -1.2119, 2.9749], [3.1792, 1.0063, 1.6101], [3.7162, 2.2876, 0.9239], [3.2691, 1.0922, 3.1828], [4.1012, -0.2848, 1.3097], [1.5275, -4.9104, 1.7057], [-0.1845, -5.1770, 1.4236], [0.8900, -5.2901, 0.0668], [0.3733, -3.0825, -0.3242], [-0.4579, -2.9406, 1.1940], [0.7210, -0.8258, -0.2458], [2.4485, -0.7144, -0.3306], [-1.2168, 2.1015, 0.7673], [-0.1250, 1.2558, -0.2721], [-1.2136, -0.9643, 0.6176], [-1.9581, 0.0010, -0.6074], [-2.9153, -0.2651, 2.2478], [-3.6724, -0.6679, 0.7478], [-3.4903, 2.0789, 1.9094], [-3.4789, 1.8192, 0.1216], [-5.3304, 1.7140, 3.0926], [-6.8061, 1.0048, 2.3960], [-5.4284, -0.0301, 2.7743], [-6.8033, 2.7712, -1.3794], [-7.8105, 1.7264, -0.3151], [-6.4333, 1.0626, -1.1586], [-1.6286, 1.7510, 3.1625], [-1.2459, -1.4866, 3.7287], [3.0250, 2.7174, 0.3233], [3.4689, 1.9988, 3.4502], [4.7428, -0.3356, 2.0280], [4.8459, -3.4844, -1.4637], [3.4675, -4.3618, -0.7899], [4.4191, -1.8822, -2.0795], [5.5920, -3.3677, -0.6871], [5.2422, -4.0615, -2.2906], [0.8652, -9.1135, 0.4745], [-0.3168, -7.8285, 0.2095], [2.3075, -8.5248, 1.3089], [0.4065, -9.8846, 1.0808], [1.1629, -9.5103, -0.4881], [5.5584, 5.3631, -1.3313], [6.9633, 6.0875, -2.1612], [4.1172, 5.3793, -2.3422], [5.7894, 4.3374, -1.0747], [5.3581, 5.9388, -0.4370], [-10.1507, -0.6264, -0.0919], [-10.3558, 0.5037, -1.4332], [-8.7426, -0.2463, 0.9054], [-11.0386, -0.5921, 0.5270], [-10.0107, -1.6175, -0.5070], [9.8998, 6.3847, -4.7799], [10.9921, 5.1279, -5.3781], [9.3851, 7.4796, -6.0694], [9.0231, 5.9088, -4.3573], [10.4199, 6.9618, -4.0259], [2.5798, -2.8457, -5.2082], [1.2900, -1.8756, -4.4926], [2.7966, -4.3877, -4.3611], [2.3255, -3.0525, -6.2409], [3.5008, -2.2847, -5.1478], [3.4708, 1.4216, -5.5653], [3.7527, 1.5285, -3.8369], [3.9257, -0.1820, -6.1817], [2.4164, 1.5774, -5.7596], [4.0660, 2.1686, -6.0761], [-6.7485, -2.5409, -2.1821], [-7.8720, -1.2661, -2.6873], [-5.4282, -1.9009, -1.2033], [-7.2970, -3.2632, -1.5900], [-6.3353, -3.0079, -3.0676], [1.4341, 2.7978, 6.3232], [2.9474, 3.3519, 5.6222], [1.6667, 2.0555, 7.9234], [0.7758, 3.6494, 6.4337], [1.0118, 2.0610, 5.6447]],
  "atomic_forces_ev_per_a": [[-0.6, 0.5, 0.2], [-0.1, 0.0, -0.4], [-0.2, 0.0, 0.2], [0.7, -0.2, -0.2], [-0.2, -0.9, 0.8], [-0.7, 0.4, -0.2], [0.1, -1.1, 0.1], [0.0, 0.2, -0.2], [-0.3, -0.2, -0.1], [-0.2, -1.0, -0.2], [-0.2, 0.4, 0.3], [0.2, -0.1, -0.3], [0.0, -0.2, 0.1], [0.3, -0.2, -0.4], [0.1, 0.4, 0.0], [0.0, 0.3, 0.2], [0.2, 0.0, -0.1], [-0.1, -0.1, -0.1], [1.0, 0.6, 0.7], [0.0, -0.3, 0.0], [-0.3, -0.3, -0.5], [-0.4, 0.2, -0.3], [0.4, 1.4, -1.2], [0.1, -0.2, 0.0], [0.3, -0.5, 0.2], [-0.2, -0.1, 0.4], [0.2, -0.2, -0.1], [0.0, -0.2, 0.1], [0.4, -0.1, -0.1], [0.1, 0.0, -0.1], [0.0, 0.1, 0.3], [-0.2, 0.1, 0.2], [0.0, 0.1, -0.1], [0.0, 0.1, 0.1], [0.0, 0.3, -0.1], [0.0, 0.0, 0.1], [0.0, 0.1, -0.1], [0.2, 0.2, 0.1], [0.0, -0.1, 0.0], [0.1, 0.3, -0.1], [0.1, 0.4, 0.1], [-0.1, 0.1, 0.1], [-0.1, 0.0, 0.1], [0.0, -0.1, 0.0], [-0.2, 0.2, 0.1], [0.2, 0.3, 0.0], [0.0, -0.1, 0.0], [0.0, 0.2, 0.2], [0.1, -0.1, 0.1], [-0.1, 0.2, 0.1], [-0.4, 0.2, 0.1], [0.0, -0.2, 0.0], [0.0, -0.1, -0.1], [0.2, -0.1, -0.2], [0.0, 0.0, 0.0], [-0.1, 0.1, 0.1], [0.0, 0.0, 0.0], [0.0, 0.0, 0.0], [-0.1, -0.2, 0.0], [0.0, 0.0, 0.0], [0.0, 0.0, 0.1], [0.0, 0.0, 0.0], [-0.1, -0.1, 0.1], [0.0, 0.0, 0.1], [0.0, 0.0, 0.0], [0.0, -0.1, -0.1], [0.0, 0.1, 0.0], [0.0, -0.1, 0.0], [-0.2, 0.2, 0.0], [-0.2, -0.3, 0.1], [0.0, 0.1, 0.0], [0.0, 0.0, 0.0], [0.0, 0.0, 0.1], [0.0, 0.0, 0.0], [0.0, 0.0, 0.0], [0.0, 0.0, -0.1], [0.1, 0.0, 0.0], [0.0, -0.2, 0.1], [0.0, 0.0, 0.0], [0.0, 0.0, -0.1], [-0.1, 0.0, 0.0], [0.0, -0.2, 0.2], [-0.1, 0.0, 0.1], [0.0, 0.1, 0.1], [0.2, 0.4, -0.4], [0.0, -0.1, 0.0], [0.1, 0.0, 0.0], [0.1, 0.0, 0.0], [0.0, -0.2, 0.0], [0.0, 0.0, 0.0], [0.0, 0.0, 0.0], [0.0, 0.1, 0.0], [-0.3, -0.2, -0.3], [0.4, 0.2, 0.1], [0.0, 0.0, 0.0], [0.0, 0.0, 0.1], [0.1, -0.1, 0.0]]
}